No. 1
Entry from the Open Molecules 2025 dataset: a cluster of 2 separate species, C14H16O in total (ωB97M-V/def2-TZVPD).

Geometry (Å):
1 C 1.50658 4.03054 3.27568
2 C 1.32044 3.24288 1.99106
3 C -0.01685 3.22529 1.43374
4 C -0.32173 2.49298 0.29857
5 C 0.67148 1.77239 -0.30877
6 O 0.37140 1.17071 -1.50115
7 C 1.95643 1.68704 0.23623
8 C 2.26462 2.43260 1.38795
9 H 1.33826 3.33219 4.13143
10 H 0.90209 4.87782 3.50095
11 H 2.65768 4.12447 3.30237
12 H -0.89421 3.54506 2.01663
13 H -1.31981 2.53819 -0.14246
14 H 1.03413 0.68347 -2.01598
15 H 2.58065 1.08007 -0.30350
16 H 3.27338 2.26314 1.55295
17 C -1.59149 -3.93446 -3.18736
18 C -1.33844 -3.19655 -1.82073
19 C -2.33456 -2.60051 -1.05501
20 C -2.03019 -1.92757 0.10580
21 C -0.74757 -1.75885 0.45643
22 C 0.25125 -2.30366 -0.29161
23 C 0.00568 -3.04624 -1.40788
24 H -1.35772 -3.22261 -3.97804
25 H -2.68771 -4.26955 -3.16495
26 H -0.99486 -4.92754 -3.38672
27 H -3.29974 -2.68396 -1.40784
28 H -2.86011 -1.42282 0.73827
29 H -0.48914 -0.99557 1.21578
30 H 1.33920 -2.46699 0.10348
31 H 0.81086 -3.74195 -1.77533

Computed properties:
HOMO level: -8.210 eV
SMILES: Cc1ccc(O)cc1.Cc1ccccc1
relative energy (zero: lowest compared OMol25 entry of this formula, charge and spin): 49.8 kcal per mole
E_tot: -16823.07762 eV

No. 2
Entry from the Open Molecules 2025 dataset: the molecule CH2O5S (ωB97M-V/def2-TZVPD).

Geometry (Å):
1 O -0.27306 1.03635 0.50836
2 C 0.28288 0.04932 0.79603
3 O 0.04456 -1.13410 0.22811
4 S -1.47945 -1.19578 -0.61186
5 O -2.32759 -0.09415 -0.32973
6 O -1.94191 -2.50971 -0.57499
7 O -0.75244 -0.92387 -2.01179
8 H 0.84226 -0.11999 1.69267
9 H 0.00113 -1.52886 -2.02353

Computed properties:
HOMO level: -11.380 eV
SMILES: O=COS(=O)(=O)O
relative energy (zero: lowest compared OMol25 entry of this formula, charge and spin): 9.6 kcal per mole
E_tot: -22140.65248 eV

No. 3
Entry from the Open Molecules 2025 dataset: a structure of composition C3H5CeO4 (ωB97M-V/def2-TZVPD).

Geometry (Å):
1 O 0.08082 1.11858 -0.18193
2 C 0.93111 -0.10225 0.36111
3 C -1.27860 0.78201 0.04484
4 O 1.82590 0.14069 1.26057
5 O -0.01729 -1.05760 0.67070
6 C -1.27040 -0.73863 0.07913
7 H -1.89091 1.17965 -0.77307
8 H -1.60501 1.19265 1.01355
9 H -1.32322 -1.16171 -0.93654
10 H -2.06093 -1.15755 0.71062
11 Ce 4.01722 -0.15675 0.14813
12 O 1.59576 -0.34868 -0.88548
13 H 0.99555 0.30959 -1.51165

Computed properties:
HOMO level (spin up / spin down): -11.336 / -12.990 eV
relative energy (zero: lowest compared OMol25 entry of this formula, charge and spin): 31.8 kcal per mole
charge: +1
spin multiplicity: 3
E_tot: -24301.98637 eV

No. 4
Entry from the Open Molecules 2025 dataset: the molecule C3H5N3OS (ωB97M-V/def2-TZVPD).

Geometry (Å):
1 C 3.71336 0.54962 -0.00168
2 N 2.88981 -0.42512 0.00020
3 N 1.55826 0.01746 0.01078
4 C 0.77870 -0.98225 -0.00522
5 O -0.56990 -0.94238 0.00329
6 C -1.37509 0.17595 0.00220
7 N -0.76622 1.35322 -0.00256
8 S -3.00848 -0.06311 -0.00267
9 H 3.40753 1.59932 -0.01826
10 H 4.77418 0.29539 -0.01254
11 H 1.10126 -2.00710 -0.00096
12 H -1.32126 2.18241 0.03172
13 H 0.25847 1.40005 -0.01438

Computed properties:
HOMO level: -8.639 eV
SMILES: C=N/N=C/OC(N)=S
relative energy (zero: lowest compared OMol25 entry of this formula, charge and spin): 51.8 kcal per mole
E_tot: -20543.41402 eV

No. 5
Entry from the Open Molecules 2025 dataset: a structure of composition C23H39Br2N3O2PPbS2 (ωB97M-V/def2-TZVPD).

Geometry (Å):
1 Pb 12.37576 11.76246 12.38349
2 Br 15.87450 13.08649 12.14436
3 C 15.40258 14.83077 11.28812
4 Br 13.55869 14.87742 10.84143
5 H 15.98250 14.97174 10.39939
6 H 15.57492 15.59598 12.05294
7 O 10.30888 12.51726 11.51488
8 P 9.10882 12.99441 10.64840
9 N 8.55396 14.45274 11.18288
10 C 7.13806 14.83473 10.99681
11 C 6.81349 15.71122 12.24953
12 C 8.15025 16.29627 12.63556
13 C 9.15475 15.18147 12.31578
14 N 7.90878 11.83403 10.72489
15 C 7.71515 10.94412 11.87333
16 C 6.79658 9.80484 11.44457
17 C 5.95918 10.46959 10.33924
18 C 6.88349 11.51828 9.69064
19 N 9.45914 13.15388 9.06056
20 C 10.33026 12.17093 8.35117
21 C 10.86692 12.91952 7.09641
22 C 10.82598 14.41041 7.50148
23 C 9.58283 14.48537 8.43211
24 H 6.54058 13.90387 10.84637
25 H 7.10008 15.40149 10.05385
26 H 6.37361 15.06938 13.01702
27 H 6.10601 16.47938 11.89351
28 H 8.18674 16.69202 13.63978
29 H 8.43824 17.11672 11.92920
30 H 9.32404 14.53324 13.15456
31 H 10.10509 15.58178 11.97816
32 H 7.27306 11.54906 12.66613
33 H 8.67156 10.57393 12.26766
34 H 6.17906 9.39503 12.23488
35 H 7.33390 8.92502 11.07915
36 H 5.11643 10.97876 10.79205
37 H 5.59536 9.79273 9.52996
38 H 6.41584 12.48387 9.35597
39 H 7.40124 11.07852 8.82819
40 H 9.81792 11.24502 8.08923
41 H 11.17948 11.95326 9.00777
42 H 10.18792 12.75046 6.28222
43 H 11.78745 12.48787 6.74453
44 H 10.68038 15.09709 6.67915
45 H 11.73404 14.72914 8.04373
46 H 8.73547 14.62359 7.81774
47 H 9.67121 15.31693 9.12291
48 O 11.51496 9.59767 12.94925
49 S 10.72265 8.33174 12.61081
50 C 11.84692 6.84876 12.59733
51 C 12.25034 6.48951 11.15555
52 C 11.92351 7.67413 10.17040
53 C 10.64899 8.33178 10.72997
54 H 11.39442 6.04311 13.20921
55 H 12.76391 7.23152 13.12842
56 H 11.67641 5.62326 10.82857
57 H 13.29498 6.15810 11.13450
58 H 11.73592 7.31767 9.16581
59 H 12.73732 8.38071 10.07611
60 H 9.74716 7.79487 10.47373
61 H 10.59657 9.36479 10.34050
62 S 12.29629 13.61019 14.32959
63 C 12.10534 12.69003 15.76228
64 C 13.29492 12.35036 16.44638
65 C 13.27071 11.66193 17.68195
66 C 12.04077 11.28508 18.20248
67 C 10.84000 11.56924 17.53971
68 C 10.87746 12.34867 16.35764
69 H 14.24392 12.61415 15.99138
70 H 14.23926 11.36875 18.13203
71 H 11.97139 10.68028 19.11592
72 H 9.90934 11.28294 18.03630
73 H 9.91330 12.71477 15.95779

Computed properties:
HOMO level: -9.795 eV
relative energy (zero: lowest compared OMol25 entry of this formula, charge and spin): 1.7 kcal per mole
charge: +1
E_tot: -209337.81144 eV